(1)
{"formula": "CH4N2S", "method": "ωB97M-V with the def2-TZVPD basis set", "species": ["C", "N", "N", "S", "H", "H", "H", "H"], "coordinates": [[0.23, -0.53, -0.03], [0.45, 1.32, 0.21], [-1.00, -0.78, -0.28], [1.50, -1.38, 0.18], [1.47, 1.43, -0.11], [0.35, 1.66, 1.17], [-1.78, -0.05, -0.42], [-1.22, -1.68, -0.73]], "lowdin_charge": [-0.97, -0.05, 0.03, 0.68, 0.03, 0.00, 0.16, 0.12], "lumo_ev": 0.762, "max_force_ev_per_a": 6.55, "total_charge": 0, "e_above_lowest_kcal_mol": 48.5, "e_tot_ev": -14915.5003, "homo_ev": -8.287}



(2)
{"formula": "C5H14NOS", "method": "ωB97M-V with the def2-TZVPD basis set", "species": ["C", "C", "S", "C", "N", "C", "C", "H", "H", "H", "H", "H", "H", "H", "H", "H", "H", "H", "H", "H", "H", "O"], "coordinates": [[1.72, 0.59, 0.02], [1.53, 1.22, -1.37], [0.10, 2.32, -1.63], [1.62, -0.97, -0.03], [0.69, -1.51, 0.99], [-0.66, -1.68, 0.52], [-1.72, -0.91, 1.32], [0.83, 0.90, 0.56], [2.57, 0.91, 0.62], [1.55, 0.42, -2.14], [2.38, 1.78, -1.77], [2.56, -1.54, 0.10], [1.25, -1.23, -1.01], [0.81, -1.02, 1.86], [-0.84, -1.27, -0.48], [-0.87, -2.75, 0.38], [-1.62, 0.13, 1.01], [-2.77, -1.16, 1.25], [-1.55, -1.00, 2.41], [-1.88, 2.23, -0.48], [-2.83, 2.34, -1.55], [-2.86, 2.19, -0.59]], "lowdin_charge": [-0.26, -0.76, 0.24, -0.23, -0.10, -0.32, -0.10, 0.06, 0.09, 0.03, 0.02, 0.09, 0.08, 0.10, 0.11, 0.09, 0.06, 0.06, 0.06, -0.12, -0.01, -0.19], "lumo_ev": 3.925, "max_force_ev_per_a": 1.68, "total_charge": -1, "e_above_lowest_kcal_mol": 25.2, "e_tot_ev": -19785.1605, "homo_ev": -2.819}



(3)
{"formula": "CH3IO", "method": "ωB97M-V with the def2-TZVPD basis set", "species": ["C", "O", "I", "H", "H", "H"], "coordinates": [[-0.40, -0.37, -0.40], [1.20, 0.50, 0.58], [-1.48, -0.91, 1.24], [-0.67, 0.59, -0.82], [0.28, -1.14, -0.79], [1.06, 1.34, 0.20]], "lowdin_charge": [-0.53, -0.29, 0.85, 0.00, 0.02, -0.05], "lumo_ev": -0.404, "max_force_ev_per_a": 4.98, "total_charge": 0, "e_above_lowest_kcal_mol": 56.9, "e_tot_ev": -11230.5687, "homo_ev": -9.558}



(4)
{"formula": "C14H16", "method": "ωB97M-V with the def2-TZVPD basis set", "species": ["C", "C", "C", "C", "C", "C", "C", "H", "H", "H", "H", "H", "H", "H", "H", "C", "C", "C", "C", "C", "C", "C", "H", "H", "H", "H", "H", "H", "H", "H"], "coordinates": [[-3.31, -2.92, -0.42], [-2.78, -1.51, -0.72], [-1.80, -0.95, 0.10], [-0.89, -0.03, -0.42], [-0.85, 0.22, -1.84], [-2.01, -0.08, -2.53], [-3.03, -0.93, -2.00], [-2.58, -3.70, -0.64], [-4.30, -3.02, -0.95], [-3.51, -2.88, 0.69], [-1.86, -1.07, 1.17], [-0.07, 0.42, 0.18], [0.03, 0.67, -2.29], [-2.17, 0.36, -3.59], [-3.85, -1.19, -2.65], [1.92, 0.15, 2.99], [2.19, 0.91, 1.73], [1.77, 2.19, 1.65], [1.92, 2.67, 0.24], [2.46, 1.98, -0.84], [2.99, 0.68, -0.63], [2.74, 0.12, 0.62], [2.55, -0.73, 3.26], [0.89, -0.34, 2.84], [1.83, 0.67, 3.94], [1.32, 2.84, 2.54], [1.54, 3.70, 0.05], [2.41, 2.60, -1.77], [3.34, 0.13, -1.46], [3.11, -0.93, 0.77]], "lowdin_charge": [-0.06, -0.29, -0.07, -0.06, -0.09, -0.11, -0.05, 0.08, 0.09, 0.08, 0.10, 0.09, 0.09, 0.12, 0.10, -0.09, -0.34, -0.04, -0.09, -0.12, -0.09, -0.05, 0.08, 0.10, 0.07, 0.16, 0.09, 0.11, 0.09, 0.12], "lumo_ev": 0.916, "max_force_ev_per_a": 3.50, "total_charge": 0, "smiles": "Cc1ccccc1.Cc1ccccc1", "e_above_lowest_kcal_mol": 51.1, "e_tot_ev": -14775.5489, "homo_ev": -8.583}



(5)
{"formula": "HIOS", "method": "ωB97M-V with the def2-TZVPD basis set", "species": ["O", "S", "I", "H"], "coordinates": [[0.03, 1.03, 0.19], [-0.92, -0.23, 0.32], [0.18, -1.74, -1.35], [0.70, 0.94, 0.84]], "lowdin_charge": [-0.60, 0.31, 0.28, 0.01], "lumo_ev": -0.980, "max_force_ev_per_a": 2.56, "total_charge": 0, "smiles": "OSI", "e_above_lowest_kcal_mol": 0.0, "e_tot_ev": -20998.8514, "homo_ev": -8.978}



(6)
{"formula": "C23H45B2BrClFN4O11S2", "method": "ωB97M-V with the def2-TZVPD basis set", "species": ["C", "C", "C", "C", "C", "N", "C", "N", "C", "C", "C", "C", "C", "C", "O", "C", "O", "C", "C", "C", "O", "B", "O", "N", "C", "C", "C", "Br", "B", "C", "O", "N", "C", "S", "C", "C", "S", "O", "O", "F", "H", "H", "H", "H", "H", "H", "H", "H", "H", "H", "H", "H", "H", "H", "H", "H", "H", "H", "H", "H", "H", "H", "H", "H", "H", "H", "H", "H", "H", "H", "H", "H", "H", "H", "H", "H", "H", "H", "H", "H", "H", "H", "H", "H", "H", "O", "Cl", "O", "O", "O"], "coordinates": [[-2.63, -0.56, -5.42], [-1.35, 0.33, -5.19], [-0.05, -0.49, -4.95], [0.66, -0.39, -3.55], [2.22, -0.32, -3.78], [0.19, 0.69, -2.65], [-0.48, 0.46, -1.51], [-0.83, -0.79, -1.14], [-1.87, -1.47, -1.93], [-0.69, -1.21, 0.27], [0.42, -2.32, 0.30], [1.87, -1.92, 0.00], [2.82, -3.11, -0.35], [4.28, -2.84, 0.12], [4.35, -2.52, 1.52], [5.34, -1.55, 1.69], [5.13, -0.41, 1.50], [-0.65, -0.08, 1.38], [-2.15, -0.03, 1.91], [-2.58, -1.20, 2.80], [-3.21, -1.07, 3.80], [0.25, -0.43, 2.66], [0.30, -1.73, 3.25], [1.08, 0.55, 3.38], [2.46, 0.03, 3.58], [0.50, 0.76, 4.76], [-0.23, 1.29, 0.71], [1.75, 1.36, 0.40], [-0.44, 2.64, 1.58], [-0.07, 4.06, 0.90], [-0.84, 2.70, 2.92], [-0.81, 1.52, -0.62], [-2.17, 2.04, -0.68], [-3.13, 1.58, -2.20], [-4.80, 1.15, -1.51], [-5.69, 0.43, -2.59], [0.60, 2.30, -3.10], [-0.45, 3.21, -2.81], [0.88, 2.34, -4.50], [1.97, 2.68, -2.41], [-3.55, 0.03, -5.23], [-2.66, -0.83, -6.49], [-2.61, -1.49, -4.81], [-1.56, 1.13, -4.47], [-1.22, 0.85, -6.17], [0.69, -0.18, -5.71], [-0.26, -1.56, -5.18], [0.54, -1.39, -3.09], [2.42, -1.08, -4.57], [2.72, -0.68, -2.86], [2.56, 0.65, -4.15], [-2.86, -1.49, -1.42], [-1.97, -0.96, -2.90], [-1.57, -2.53, -2.06], [-1.60, -1.82, 0.44], [0.14, -2.99, -0.56], [0.33, -3.01, 1.17], [1.89, -1.21, -0.86], [2.33, -1.35, 0.84], [2.82, -3.25, -1.45], [2.44, -4.00, 0.18], [4.84, -3.79, -0.03], [4.80, -2.07, -0.48], [6.36, -1.90, 1.96], [-2.44, 0.90, 2.43], [-2.78, -0.09, 0.99], [-2.28, -2.24, 2.52], [-0.30, -1.78, 4.01], [2.52, -0.82, 4.28], [2.93, -0.28, 2.63], [3.08, 0.84, 4.02], [0.32, 1.83, 4.94], [-0.52, 0.28, 4.76], [1.09, 0.27, 5.54], [-0.65, 4.88, 1.36], [1.00, 4.22, 1.16], [-0.15, 4.05, -0.20], [-1.71, 3.14, 2.93], [-2.85, 1.83, 0.16], [-2.12, 3.15, -0.75], [-5.26, 2.07, -1.11], [-4.62, 0.49, -0.64], [-6.50, 1.10, -2.90], [-6.10, -0.47, -2.11], [-5.04, 0.11, -3.42], [2.10, 1.80, 7.87], [3.09, 0.74, 7.76], [3.15, 0.30, 6.38], [2.70, -0.37, 8.60], [4.38, 1.24, 8.17]], "lowdin_charge": [-0.10, -0.24, -0.15, -0.30, -0.02, 0.00, -0.30, -0.02, -0.02, -0.18, -0.12, -0.22, -0.14, -0.20, -0.07, -0.32, 0.12, -0.19, -0.06, -0.26, 0.10, -0.55, 0.12, -0.12, -0.10, -0.03, -0.49, 1.04, -0.52, -0.02, 0.12, -0.13, -0.39, 0.92, -0.49, -0.13, 0.69, -0.21, -0.20, -0.14, 0.06, 0.08, 0.06, 0.05, 0.11, 0.11, 0.13, 0.14, 0.10, 0.07, 0.08, 0.11, 0.05, 0.11, 0.13, 0.12, 0.13, 0.06, 0.07, 0.12, 0.12, 0.13, 0.13, 0.16, 0.13, 0.11, 0.14, 0.11, 0.09, 0.03, 0.10, 0.09, 0.09, 0.08, 0.08, 0.08, 0.05, 0.13, 0.09, 0.09, 0.08, 0.06, 0.08, 0.08, 0.04, -0.39, 0.64, -0.42, -0.38, -0.37], "lumo_ev": -2.566, "max_force_ev_per_a": 4.23, "total_charge": 0, "e_above_lowest_kcal_mol": 49.1, "e_tot_ev": -161357.7343, "homo_ev": -7.419}



(7)
{"formula": "H20O10", "method": "ωB97M-V with the def2-TZVPD basis set", "species": ["O", "H", "H", "O", "H", "H", "O", "H", "H", "O", "H", "H", "O", "H", "H", "O", "H", "H", "O", "H", "H", "O", "H", "H", "O", "H", "H", "O", "H", "H"], "coordinates": [[-0.36, -0.60, -1.31], [-0.66, -0.86, -0.43], [-0.39, -1.42, -1.82], [3.51, -0.89, -2.85], [2.65, -0.95, -3.27], [3.95, -0.16, -3.30], [2.77, -2.14, 1.52], [2.99, -2.62, 0.71], [2.01, -1.61, 1.27], [2.13, -3.11, -2.02], [1.95, -2.66, -1.18], [2.14, -4.04, -1.79], [-3.39, 1.89, -1.35], [-3.36, 1.24, -2.05], [-4.25, 2.31, -1.45], [2.09, 1.28, 0.17], [1.75, 0.44, -0.16], [2.80, 1.50, -0.44], [-0.97, -2.12, 3.86], [-0.54, -2.97, 4.02], [-1.19, -2.15, 2.92], [-3.48, 2.39, 0.74], [-3.77, 1.49, 0.58], [-4.31, 2.89, 0.82], [-0.54, 0.37, 2.17], [-0.41, -0.56, 2.35], [-0.25, 0.81, 2.97], [-0.72, 3.87, 0.00], [-1.01, 4.78, 0.11], [-1.15, 3.59, -0.81]], "lowdin_charge": [-0.04, 0.03, 0.03, -0.07, 0.03, 0.04, -0.04, 0.02, 0.01, -0.05, 0.01, 0.05, -0.08, 0.05, 0.05, -0.06, -0.01, 0.03, -0.05, 0.05, 0.02, -0.09, 0.04, 0.04, -0.04, -0.02, 0.06, -0.06, 0.03, 0.02], "lumo_ev": -0.156, "max_force_ev_per_a": 2.68, "total_charge": 0, "smiles": "O.O.O.O.O.O.O.O.O.O", "e_above_lowest_kcal_mol": 110.9, "e_tot_ev": -20797.8028, "homo_ev": -9.866}



(8)
{"formula": "C3H4N4", "method": "ωB97M-V with the def2-TZVPD basis set", "species": ["N", "C", "N", "C", "N", "C", "N", "H", "H", "H", "H"], "coordinates": [[-1.36, -1.31, 1.64], [-0.59, -0.68, 0.82], [-0.94, -0.59, -0.55], [-0.24, 0.07, -1.28], [0.76, 0.93, -0.80], [1.07, 0.79, 0.52], [0.52, 0.01, 1.37], [-2.11, -1.89, 1.18], [-0.42, 0.05, -2.37], [1.51, 1.20, -1.44], [1.81, 1.42, 0.90]], "lowdin_charge": [0.11, -0.49, 0.12, -0.21, 0.07, -0.20, 0.14, 0.06, 0.13, 0.15, 0.11], "lumo_ev": 0.412, "max_force_ev_per_a": 4.46, "total_charge": 0, "smiles": "N=c1nc[nH]cn1", "e_above_lowest_kcal_mol": 37.0, "e_tot_ev": -9135.2538, "homo_ev": -9.060}